1.
Entry from OMol25: a 2-piece molecular cluster, C3H3O3 overall in a non-equilibrium geometry (ωB97M-V/def2-TZVPD).

```
! wB97M-V def2-TZVPD RIJCOSX def2/J DEFGRID3
* xyz -1 1
C -0.99066 1.04502 0.21533
C 2.54222 0.02190 0.62056
C -1.09535 -0.31959 -0.52313
O 2.42370 -0.91534 -0.04123
O -2.16220 1.51876 0.57446
O 2.71232 0.88796 1.34215
H -2.18635 -0.78121 -0.82036
H -0.69971 -1.22048 0.13296
H -0.54398 -0.23702 -1.50074
*
```

Summary:
Energy relative to the best compared isomer or geometry (same formula, charge and spin), kcal per mole: 63.3
HOMO level, eV: -1.500
E, Ha: -341.80295

=====

2.
Entry from OMol25: one molecule with the formula C3H4O2 (ωB97M-V/def2-TZVPD).

```
! wB97M-V def2-TZVPD RIJCOSX def2/J DEFGRID3
* xyz 0 1
O -0.71034 -1.91843 1.27416
C -0.62317 -0.98274 0.49979
C -0.24269 0.36137 0.82778
C 0.69636 0.61718 -0.99146
O -0.15348 1.25194 -0.20188
H -0.89297 -1.08115 -0.58476
H -0.22444 0.78202 1.82927
H 1.65302 0.30976 -0.59421
H 0.49773 0.66006 -2.05870
*
```

Summary:
Energy relative to the best compared isomer or geometry (same formula, charge and spin), kcal per mole: 91.2
HOMO level (alpha / beta), eV: -8.934 / -8.702
E, Ha: -267.04743

=====

3.
Entry from OMol25: a 2-piece molecular cluster, CH2N2O3P overall in a non-equilibrium geometry (ωB97M-V/def2-TZVPD).

```
! wB97M-V def2-TZVPD RIJCOSX def2/J DEFGRID3
* xyz -1 1
C -0.78469 -0.57341 0.89147
N -0.02080 -1.37781 1.29205
N 1.77890 -0.41121 -0.72872
O -2.78493 0.61644 -0.62041
O -1.37712 2.02156 0.93332
O 0.70613 0.06518 -1.32803
P -1.55228 0.83373 0.11197
H 1.72641 -1.38768 -0.45333
H 2.30839 0.21320 -0.09832
*
```

Summary:
Energy relative to the best compared isomer or geometry (same formula, charge and spin), kcal per mole: 68.2
HOMO level (alpha / beta), eV: -2.606 / -4.539
E, Ha: -715.88916

=====

4.
Entry from OMol25: one molecule with the formula C4H5N3O in a non-equilibrium geometry (ωB97M-V/def2-TZVPD).

```
! wB97M-V def2-TZVPD RIJCOSX def2/J DEFGRID3
* xyz 0 1
C -2.79836 0.08279 -0.24416
C 0.53232 -0.20781 0.34211
C 1.20094 1.14059 -0.14779
C 1.72680 -1.03279 0.04576
H -3.67561 0.62046 0.30684
H -3.18390 -0.72312 -1.00078
H 0.15567 -0.14832 1.44941
H 1.06927 2.32167 -0.01401
H 1.72612 -2.15499 0.06282
N -1.49447 0.32043 0.07658
N 2.48371 0.89913 -0.24932
N 2.88008 -0.48198 -0.27625
O -0.62256 -0.63607 -0.35120
*
```

Summary:
Energy relative to the best compared isomer or geometry (same formula, charge and spin), kcal per mole: 159.5
SMILES: C=NOC1C=NN=C1
HOMO level, eV: -9.739
E, Ha: -394.71340

=====

5.
Entry from OMol25: C26H19ClKN6O3S as an isolated structure (ωB97M-V/def2-TZVPD).

```
! wB97M-V def2-TZVPD RIJCOSX def2/J DEFGRID3
* xyz -1 1
K -0.21638 -0.95233 -1.14721
Cl 5.14684 3.98727 -3.05834
C 3.65880 3.08216 -2.88410
C 3.24699 2.22975 -3.91521
C 2.08753 1.51349 -3.80415
C 1.24855 1.58791 -2.63791
O 0.19781 0.90915 -2.52896
C 1.70546 2.48398 -1.60473
C 0.97307 2.69309 -0.37631
N -0.09981 2.09232 0.00217
C -0.63042 2.56844 1.21046
C -0.82758 3.90481 1.46570
C -1.34856 4.34442 2.70227
C -1.66531 3.44865 3.67804
C -1.49820 2.06061 3.44413
C -1.79083 1.08505 4.42677
C -1.59837 -0.23100 4.13058
C -1.14555 -0.57700 2.83489
N -0.87416 0.29391 1.90462
C -1.01156 1.60852 2.20149
C 2.89672 3.20421 -1.75127
H 3.85797 2.14555 -4.80622
H 1.76162 0.85927 -4.60223
H 1.43056 3.44696 0.28224
H -0.58674 4.62460 0.69550
H -1.48443 5.40559 2.86618
H -2.04977 3.76848 4.63840
H -2.16150 1.40062 5.39535
H -1.80135 -1.01733 4.84360
H -1.02221 -1.61865 2.55965
H 3.21375 3.86750 -0.95472
N -6.77263 -1.86035 1.37874
C -5.52153 -2.30567 0.92500
C -4.44940 -1.41441 0.81979
C -3.20403 -1.85797 0.41375
C -2.99251 -3.20213 0.12597
C -4.04782 -4.08596 0.23762
C -5.30393 -3.64537 0.63289
S -1.40399 -3.78147 -0.41943
O -1.21337 -3.27693 -1.77785
O -1.42403 -5.22059 -0.28738
N -0.50478 -2.97530 0.59274
C 0.83870 -3.00074 0.52731
N 1.43901 -1.92083 1.08144
C 2.75839 -1.91265 1.07857
C 3.52032 -2.92505 0.50418
C 2.80399 -3.94728 -0.09334
N 1.48276 -4.00309 -0.09754
H -6.93380 -0.88054 1.18875
H -7.54712 -2.41373 1.03855
H -4.58613 -0.36677 1.05997
H -2.40306 -1.12541 0.38147
H -3.88698 -5.13289 0.02425
H -6.11353 -4.36018 0.72187
H 3.23030 -1.04574 1.53352
H 4.59978 -2.89368 0.50065
H 3.31735 -4.75706 -0.60437
*
```

Summary:
Energy relative to the best compared isomer or geometry (same formula, charge and spin), kcal per mole: 0.0
HOMO level, eV: -4.450
E, Ha: -3014.91464

=====

6.
Entry from OMol25: C46H26AlCl2N9O2S as an isolated structure in a non-equilibrium geometry (ωB97M-V/def2-TZVPD).

```
! wB97M-V def2-TZVPD RIJCOSX def2/J DEFGRID3
* xyz -2 1
Al 0.37363 1.11563 -0.23733
C 2.72653 6.36493 -3.48303
C 1.37683 6.66963 -3.68003
C 0.38153 5.85873 -3.16813
C 0.75433 4.72773 -2.45673
C 0.00883 3.70003 -1.76223
N 0.86113 2.79693 -1.21333
C 2.14533 3.15913 -1.57033
N 3.25173 2.50743 -1.34703
C 3.29043 1.43123 -0.58433
C 4.46303 0.63613 -0.40693
C 5.70693 0.63853 -1.02963
C 6.62923 -0.31457 -0.66233
C 6.32753 -1.26217 0.32467
C 5.10553 -1.26687 0.96357
C 4.15523 -0.31487 0.59947
C 2.80903 -0.02137 1.00137
N 2.21823 -0.53767 2.07947
C 0.99743 -0.19407 2.38647
N 0.09153 0.47273 1.60507
C -1.08357 0.59223 2.31587
N -2.24217 0.94833 1.89837
C -2.40477 1.17133 0.51917
N -1.37507 1.94633 -0.13643
C -1.93487 2.84363 -0.93953
N -1.30917 3.72403 -1.70303
C -3.38967 2.81163 -0.80943
C -4.40357 3.53143 -1.41723
C -5.70687 3.29573 -1.01043
C -5.98837 2.36653 -0.01503
C -4.98107 1.60923 0.56327
C -3.68477 1.83303 0.14557
C -0.87737 0.08633 3.66227
C -1.70827 0.03353 4.76467
C -1.24917 -0.61247 5.89917
C 0.00943 -1.21217 5.90877
C 0.85503 -1.13937 4.81617
C 0.40963 -0.47127 3.68437
N 2.30123 0.97843 0.23707
C 2.11593 4.39573 -2.30373
C 3.11153 5.22553 -2.80673
H 3.47843 7.03303 -3.88463
H 1.11903 7.55983 -4.24113
H -0.66297 6.08953 -3.31073
H 5.92593 1.37693 -1.78563
H 7.60083 -0.34917 -1.14283
H 7.07683 -2.00307 0.58047
H 4.88563 -2.00017 1.72567
H -4.17807 4.25883 -2.18163
H -6.52387 3.84033 -1.46903
H -7.01447 2.22823 0.30467
H -5.18477 0.86363 1.31947
H -2.68267 0.49253 4.72167
H -1.87007 -0.65977 6.78767
H 0.32053 -1.75757 6.79147
H 1.82383 -1.61657 4.82627
H 4.15373 4.97693 -2.66503
S -2.32387 -0.43427 -0.34213
Cl -0.27557 -3.32447 2.89227
C -1.82997 -3.24817 2.13517
C -2.95587 -3.18387 2.92937
C -4.19917 -3.21267 2.32537
C -4.29597 -3.29667 0.94787
C -3.15847 -3.32947 0.16077
Cl -3.35457 -3.35427 -1.54203
C -1.87877 -3.29897 0.73337
N -0.68737 -3.24797 0.05107
C -0.27387 -3.92317 -1.07103
C -0.91237 -5.09957 -1.46673
C -0.51037 -5.77307 -2.60233
C 0.55653 -5.29897 -3.34603
C 1.24233 -4.17557 -2.91563
C 0.86303 -3.48527 -1.77473
C 1.62583 -2.25347 -1.39823
C 1.05413 -1.04417 -2.18823
O 1.12543 -1.02227 -3.39653
O 0.55553 -0.12237 -1.44933
H -2.85287 -3.11247 4.00097
H -5.09307 -3.17187 2.92877
H -5.26117 -3.29877 0.46547
H -0.02647 -2.58917 0.44007
H -1.73347 -5.47587 -0.87513
H -1.02127 -6.68287 -2.89043
H 0.86423 -5.80767 -4.24913
H 2.07813 -3.79667 -3.48723
H 2.67223 -2.36527 -1.69473
H 1.60143 -2.02927 -0.32993
*
```

Summary:
Energy relative to the best compared isomer or geometry (same formula, charge and spin), kcal per mole: 0.0
HOMO level (alpha / beta), eV: -0.894 / -0.941
E, Ha: -3973.25474